53
Properties=species:S:1:pos:R:3:forces:R:3 method="wB97M-V/def2-TZVPD" s2=6.009 multiplicity=5 gap_ev="1.9 / 7.7" de_lowest_kj_mol=61.8 homo_energy_ev="2.4 / -3.6" charge=-2
C 1.062 0.000 -4.890 2.2 -0.8 -1.7
I -0.777 0.642 -3.849 -2.8 0.9 0.1
H 0.723 -0.756 -5.605 0.2 0.1 0.2
H 1.825 -0.362 -4.202 -0.1 -0.1 -0.3
H 1.386 0.896 -5.419 0.1 -0.1 0.0
C -1.469 3.930 -0.247 0.0 -0.3 -0.1
C -2.618 3.392 -0.701 0.3 -0.3 0.1
N -2.327 2.091 -1.095 0.1 0.7 0.5
C -1.009 1.829 -0.933 -0.4 0.7 0.1
N -0.489 2.953 -0.386 -0.6 0.2 -0.2
H -1.260 4.907 0.157 0.0 -0.1 0.0
H -3.608 3.804 -0.774 0.0 0.0 0.0
C 1.758 -3.678 -0.873 -0.1 0.2 0.1
C 0.753 -1.736 -1.439 -1.0 -1.9 0.6
N 1.709 -2.308 -0.662 -0.1 -0.5 -0.6
H 0.489 -4.910 -2.178 0.0 0.0 0.0
N 0.178 -2.780 -2.095 0.5 -0.3 0.2
H 2.437 -4.321 -0.344 0.1 0.1 0.0
Rh -0.035 0.119 -1.365 -0.3 0.3 0.9
C 1.696 0.356 -2.006 4.2 1.8 -0.4
O 2.839 0.422 -2.248 -2.5 -0.4 0.6
C 0.798 -3.971 -1.760 -0.1 0.1 -0.2
C -0.972 -2.774 -2.977 -0.3 0.0 -0.3
H -1.641 -3.599 -2.692 0.2 0.3 0.0
H -0.647 -2.932 -4.011 -0.1 0.1 0.1
H -1.502 -1.816 -2.924 0.2 -0.5 0.1
C 2.587 -1.707 0.316 0.7 0.2 0.4
H 3.580 -1.514 -0.112 -0.3 0.0 0.0
H 2.709 -2.438 1.126 0.0 0.3 -0.1
H 2.158 -0.797 0.738 0.1 -0.3 -0.2
C 0.837 3.115 0.161 0.4 0.2 0.2
H 1.110 4.169 0.057 0.1 -0.2 -0.1
H 1.550 2.474 -0.367 -0.2 0.2 0.1
H 0.850 2.863 1.230 0.0 -0.1 -0.3
C -3.369 1.175 -1.517 -0.3 -0.1 -0.3
H -3.107 0.146 -1.255 0.0 0.2 0.0
H -3.523 1.254 -2.598 0.1 -0.1 0.1
H -4.299 1.462 -1.015 0.2 -0.1 0.0
C -1.591 0.903 4.127 -0.2 0.1 0.0
Si 0.021 0.036 3.670 0.3 -0.2 -0.2
C 1.451 0.898 4.541 0.0 0.0 0.0
C -0.030 -1.769 4.221 0.0 0.0 0.0
C 0.289 0.150 1.839 -1.0 0.0 -2.0
C 0.127 0.131 0.595 0.3 -0.5 3.3
H -1.726 1.005 5.217 0.1 -0.1 -0.3
H -2.460 0.354 3.733 0.2 0.1 0.0
H -1.606 1.915 3.693 0.0 -0.2 0.1
H 1.361 0.845 5.636 0.0 0.0 -0.3
H 2.401 0.428 4.251 -0.2 0.1 0.1
H 1.485 1.957 4.249 0.1 -0.1 0.1
H -0.933 -2.273 3.842 0.3 0.1 0.0
H 0.849 -2.302 3.824 -0.2 0.1 0.1
H -0.018 -1.878 5.320 0.0 0.1 -0.4

---

44
Properties=species:S:1:pos:R:3:forces:R:3 method="wB97M-V/def2-TZVPD" gap_ev=5.9 homo_energy_ev=-4.0 charge=-1
C 0.039 -0.001 2.390 -1.0 -0.6 -1.1
C -0.725 -0.444 1.056 0.0 0.2 0.8
Al -2.529 -1.222 1.719 0.8 1.0 0.1
C -3.685 0.437 2.206 1.0 -0.3 0.0
O -5.077 0.202 1.836 0.3 1.2 -0.2
O -5.505 -0.956 2.505 -0.5 -0.8 0.6
H 1.030 0.468 2.193 -0.6 -0.3 0.4
H 0.122 -0.941 2.997 0.2 1.0 -0.2
H -0.666 0.706 2.903 0.9 -0.5 -0.1
H -0.159 -1.206 0.469 -0.3 1.0 0.6
H -0.935 0.488 0.457 0.4 -0.9 0.2
H -2.235 -2.011 3.104 0.1 -0.3 0.1
H -3.230 -2.134 0.607 -0.4 -0.2 -0.3
H -3.561 0.664 3.302 -0.6 0.0 -0.7
H -3.341 1.353 1.650 -0.7 -0.7 0.3
H -5.482 -1.677 1.851 0.4 0.4 -0.2
C 1.888 -3.268 -2.579 0.3 -0.2 -0.1
N 1.038 -3.050 -1.381 0.0 0.0 0.0
O 1.098 -3.877 -0.495 0.0 -0.1 0.1
O 0.347 -2.059 -1.378 0.0 -0.2 -0.4
H 2.450 -4.188 -2.445 -0.1 0.1 0.1
H 1.228 -3.340 -3.440 0.0 0.1 0.0
H 2.556 -2.415 -2.666 -0.1 0.0 -0.1
C -2.300 2.038 -2.932 -0.3 -0.1 0.0
N -1.091 2.503 -2.209 -0.2 -0.1 0.2
O -1.248 2.971 -1.109 0.1 0.2 0.1
O -0.025 2.376 -2.781 0.2 0.1 -0.2
H -3.169 2.211 -2.303 0.1 0.0 0.0
H -2.369 2.607 -3.856 0.1 -0.1 0.0
H -2.173 0.976 -3.131 0.1 0.1 0.0
C 2.032 -2.670 4.939 -0.2 -0.3 -0.1
N 2.829 -1.494 4.508 -0.1 -0.1 -0.1
O 3.293 -1.516 3.391 0.2 0.1 0.0
O 2.957 -0.594 5.311 0.1 0.1 0.1
H 2.003 -3.387 4.124 0.0 0.1 0.0
H 2.522 -3.094 5.812 -0.1 0.1 0.0
H 1.032 -2.317 5.179 0.1 0.0 0.0
C 2.414 4.086 -4.291 -0.2 -0.2 0.2
N 3.763 3.839 -4.863 -0.1 0.0 0.1
O 4.308 2.794 -4.585 0.1 0.0 -0.1
O 4.226 4.707 -5.574 0.1 0.1 -0.1
H 2.129 3.234 -3.682 0.1 0.0 -0.1
H 2.474 4.988 -3.688 0.0 0.0 -0.1
H 1.725 4.213 -5.123 0.1 0.1 0.0

---

One value per record, in order, for max |F|: 4.59; 1.57 eV/A.